Molecular formula: C50H64N2P3PdSi
Method: DFT, the ωB97M-V functional and the def2-TZVPD basis

Each line ends with the Mulliken charge.
Atoms and positions in Å:
Pd -0.1258 0.3332 0.3523  0.85
C 2.1668 -1.8186 -0.9270  -3.32
N 1.3005 -2.4369 -1.9169  1.66
C -0.1264 -2.1790 -1.9732  -3.55
P -0.9224 -1.6847 -0.3635  2.03
C -2.6527 -2.1669 -0.8141  1.29
C -3.1530 -2.1433 -2.1159  -0.40
C -4.4911 -2.4133 -2.3747  -0.70
C -5.3597 -2.7089 -1.3365  -0.74
C -4.8762 -2.7364 -0.0339  -0.67
C -3.5420 -2.4681 0.2224  -0.87
C -0.5299 -3.1427 0.6840  0.39
C -0.2721 -4.4205 0.1870  -0.90
C -0.0233 -5.4728 1.0545  -0.73
C -0.0475 -5.2638 2.4289  -0.80
C -0.2987 -3.9959 2.9295  -0.92
C -0.5216 -2.9348 2.0608  0.05
C 1.8538 -3.2316 -2.9049  0.86
C 3.0827 -3.8901 -2.7222  -0.53
C 3.6215 -4.6823 -3.7206  -0.73
C 2.9638 -4.8631 -4.9300  -0.59
C 1.7455 -4.2280 -5.1173  -0.76
C 1.1950 -3.4259 -4.1309  -0.26
P 1.8563 0.0177 -0.6769  2.26
C 1.9999 0.4668 -2.4664  0.31
C 3.1231 0.1718 -3.2383  -0.80
C 3.1408 0.4492 -4.5963  -0.81
C 2.0354 1.0340 -5.2031  -0.88
C 0.9149 1.3380 -4.4446  -0.63
C 0.9023 1.0531 -3.0850  0.88
C 3.5608 0.4796 -0.1393  0.33
C 4.0463 1.7600 -0.4188  -0.18
C 5.2640 2.1900 0.0806  -0.80
C 6.0288 1.3488 0.8795  -0.69
C 5.5618 0.0759 1.1646  -0.76
C 4.3407 -0.3537 0.6608  -0.31
H 3.1927 -1.9206 -1.2754  1.17
H 2.0866 -2.3189 0.0456  0.61
H -0.6175 -3.0811 -2.3467  1.60
H -0.3657 -1.3685 -2.6771  0.61
H -2.5059 -1.8997 -2.9493  0.27
H -4.8529 -2.3877 -3.3959  0.41
H -6.4032 -2.9168 -1.5383  0.38
H -5.5413 -2.9670 0.7896  0.44
H -3.1837 -2.4933 1.2448  0.27
H -0.2594 -4.6034 -0.8808  0.29
H 0.1857 -6.4592 0.6581  0.42
H 0.1401 -6.0893 3.1051  0.36
H -0.3042 -3.8217 3.9987  0.52
H -0.6573 -1.9254 2.4397  0.56
H 3.6046 -3.8081 -1.7794  0.43
H 4.5672 -5.1794 -3.5397  0.38
H 3.3898 -5.4863 -5.7051  0.37
H 1.2134 -4.3436 -6.0542  0.38
H 0.2629 -2.9162 -4.3284  0.41
H 3.9926 -0.2801 -2.7737  0.37
H 4.0168 0.2050 -5.1849  0.43
H 2.0507 1.2503 -6.2644  0.39
H 0.0490 1.7955 -4.9089  0.48
H 0.0326 1.2750 -2.4752  -0.55
H 3.4621 2.4301 -1.0395  0.31
H 5.6164 3.1880 -0.1504  0.42
H 6.9775 1.6860 1.2782  0.35
H 6.1447 -0.5895 1.7903  0.40
H 3.9934 -1.3460 0.9162  0.26
C 2.3399 1.7949 2.9014  -0.83
Si 1.2187 0.4001 3.4970  0.20
C 1.3143 0.4724 5.3954  -1.50
C 2.1161 -1.2213 3.1222  -0.64
N -0.3182 0.4202 2.7765  0.96
C -1.5467 0.4341 3.3508  -0.46
C -1.8312 0.9228 4.6557  -0.59
C -3.1173 0.9576 5.1667  -0.92
C -4.2110 0.5145 4.4296  -0.93
C -3.9696 0.0383 3.1449  -0.79
C -2.6896 -0.0009 2.6231  1.10
H 3.3815 1.5800 3.1605  0.32
H 2.0669 2.7474 3.3635  0.48
H 2.2821 1.9108 1.8163  -0.16
H 2.3276 0.1953 5.7033  0.37
H 0.6191 -0.2297 5.8624  0.39
H 1.1092 1.4682 5.7968  0.33
H 3.1887 -1.1292 3.3174  0.43
H 1.9681 -1.5117 2.0807  -0.13
H 1.7272 -2.0311 3.7450  0.43
H -1.0207 1.3124 5.2554  0.35
H -3.2694 1.3533 6.1663  0.36
H -5.2134 0.5520 4.8369  0.36
H -4.7970 -0.3016 2.5281  0.41
H -2.5254 -0.3260 1.6033  -0.07
C -1.1230 5.2246 -0.9447  -1.79
C -0.5751 3.7998 -1.0435  1.09
C 0.9316 3.8116 -0.7831  -1.75
P -1.4028 2.4563 -0.0337  -0.97
C -1.9044 3.2229 1.5823  3.31
C -3.0775 4.1961 1.6765  -1.97
C -0.6681 3.7573 2.3018  -1.72
C -3.0099 2.1827 -0.9505  0.96
C -2.7539 1.2592 -2.1435  -1.60
C -3.8331 3.3709 -1.4545  -2.13
H -0.6236 5.8633 -1.6804  0.47
H -0.9219 5.6487 0.0397  0.26
H -2.1940 5.2845 -1.1234  0.30
H -0.7236 3.4488 -2.0739  0.38
H 1.1574 4.2150 0.2061  0.25
H 1.4465 4.4276 -1.5275  0.58
H 1.3311 2.7997 -0.8240  -0.03
H -2.2054 2.3310 2.1296  -1.60
H -2.9205 5.1123 1.1053  0.26
H -3.2096 4.4787 2.7253  0.50
H -4.0096 3.7338 1.3536  0.39
H -0.3599 4.7362 1.9246  0.31
H 0.1646 3.0625 2.2007  -0.09
H -0.8862 3.8639 3.3682  0.48
H -3.5979 1.6214 -0.2122  0.37
H -2.2389 1.8018 -2.9440  0.30
H -3.6966 0.8858 -2.5515  0.56
H -2.1385 0.4091 -1.8538  -0.10
H -3.3242 3.8586 -2.2900  0.35
H -4.0404 4.1217 -0.6975  0.36
H -4.7920 3.0058 -1.8351  0.49

Output
E_HOMO (eV): -3.59
Orbital gap (eV): 6.1
Calculated total energy (eV): -95097.9369
LUMO (Eh): 0.0910
Largest force on an atom (eV Å⁻¹): 0.50
Net charge: -1

***

Molecular formula: C50H66CaF12N2O47S4
Method: DFT, the ωB97M-V functional and the def2-TZVPD basis

Each line ends with the Mulliken charge.
Atoms and positions in Å:
Ca -2.1295 2.9078 1.2631  1.43
C -5.9571 2.7772 -0.2006  0.59
F -6.4216 3.7415 0.5621  -0.16
F -6.9723 2.1112 -0.7463  -0.18
F -5.2563 3.3219 -1.1886  -0.21
S -4.9092 1.4756 0.7330  0.25
O -5.8301 0.4771 1.1826  -0.43
O -3.8793 1.0123 -0.1754  0.08
N -4.0862 2.3362 2.0262  -0.33
S -5.0350 2.1834 3.2802  0.82
O -6.3903 2.6030 3.0731  -0.59
O -4.8642 0.8931 3.8549  -0.49
C -4.3017 3.3818 4.4854  0.25
F -5.0477 3.2567 5.6013  -0.21
F -3.0289 3.1122 4.8182  -0.08
F -4.3726 4.6025 4.0077  -0.22
C -1.3965 -1.2884 1.3147  0.18
F -0.9492 -2.3079 2.0069  -0.02
F -1.1937 -1.5353 0.0146  -0.04
F -2.6827 -1.1289 1.4650  -0.09
S -0.5012 0.3390 1.8832  1.02
O -1.4534 0.9543 2.8075  -0.27
O 0.7731 0.1321 2.5272  -0.48
N -0.5660 1.4517 0.5081  0.07
S 0.8235 1.1737 -0.1495  0.34
O 1.8080 2.1409 0.2923  -0.46
O 1.2184 -0.2176 -0.1967  0.15
C 0.6280 1.5915 -1.9666  -0.43
F -0.5446 1.0945 -2.3948  -0.19
F 0.4851 2.9206 -2.1427  -0.15
F 1.5859 1.0872 -2.7050  0.32
C 5.0859 -2.3606 -3.4158  -0.43
C 4.4195 -1.2400 -4.2035  -0.24
O 3.7833 -0.4480 -3.2437  0.28
C 4.3772 -0.6738 -2.0011  -0.07
O 4.1345 -0.2009 -0.9319  -0.41
O 5.2925 -1.6337 -2.2026  -0.39
H 6.0567 -2.5841 -3.8482  0.39
H 4.4742 -3.2541 -3.2970  0.11
H 3.7459 -1.5920 -4.9820  0.11
H 5.2464 -0.8263 -4.7891  0.31
C 4.9802 4.9755 2.6368  -0.31
C 4.2294 3.8600 1.9331  0.74
O 5.0324 2.7085 2.0564  -0.03
C 5.8646 2.9124 3.0800  0.48
O 6.5977 2.1026 3.5646  -0.56
O 5.8750 4.1997 3.4744  -0.40
H 4.2715 5.5809 3.1958  0.29
H 5.6552 5.5311 1.9881  0.28
H 3.9775 4.0543 0.8894  0.00
H 3.2406 3.6475 2.3515  -0.47
C 1.6356 -4.5700 2.2553  -0.15
C 1.5775 -4.0493 0.8313  0.40
O 0.3793 -4.5377 0.3660  -0.22
C -0.1744 -5.4799 1.1287  0.54
O -1.1510 -6.1085 0.8562  -0.57
O 0.5393 -5.5157 2.2927  -0.40
H 1.2901 -3.8852 3.0313  0.14
H 2.6276 -4.9694 2.4600  0.32
H 2.4164 -4.3005 0.1787  0.50
H 1.6084 -2.9559 0.8714  -0.54
C -2.3470 -0.0547 5.9155  1.07
C -1.5961 0.1240 7.2161  -0.50
O -0.3710 -0.5676 7.0077  -0.40
C -0.5443 -1.4647 6.0415  0.42
O 0.2343 -2.3065 5.6997  -0.57
O -1.7399 -1.2827 5.4511  0.01
H -2.0474 0.7218 5.2145  -0.99
H -3.4278 -0.1220 5.9983  0.37
H -2.2187 -0.2171 8.0419  0.25
H -1.4358 1.2007 7.2800  0.35
C 4.6883 -1.4167 3.6269  -0.30
C 3.8525 -1.4345 2.3099  1.20
O 4.3252 -2.6618 1.7080  -0.04
C 5.0400 -3.3950 2.5239  0.49
O 5.4544 -4.5010 2.3232  -0.58
O 5.1989 -2.7256 3.7130  -0.40
H 4.0404 -1.4694 4.5099  0.24
H 5.3173 -0.5425 3.7966  0.30
H 4.0691 -0.6044 1.6419  -0.39
H 2.7760 -1.5050 2.4509  -0.44
C 1.5098 3.0066 5.5680  -0.32
C 1.6932 4.4967 5.2916  -0.44
O 1.1044 4.6708 4.0201  -0.35
C 0.2282 3.6961 3.7982  0.10
O -0.6891 3.8107 3.0268  -0.61
O 0.4435 2.7040 4.6863  0.10
H 1.1065 2.8410 6.5654  0.28
H 2.3880 2.4017 5.3470  0.28
H 2.7682 4.6639 5.2436  0.29
H 1.2146 5.0999 6.0607  0.34
C -0.9526 -0.5304 -7.5617  -1.24
C -0.6814 0.7944 -6.8899  0.93
C 0.0649 0.8090 -5.5430  0.49
O 0.9728 1.9180 -5.7475  0.10
C 1.0087 2.2850 -7.0301  0.22
O 1.7415 3.1292 -7.4840  -0.59
O 0.0854 1.6587 -7.7180  -0.42
H -1.8707 -0.9355 -7.1352  0.19
H -0.1389 -1.2367 -7.3947  0.25
H -1.1879 -0.4284 -8.6195  0.38
H -1.6023 1.3802 -6.8234  0.15
H 0.5873 -0.1028 -5.2503  -0.18
H -0.5451 1.1109 -4.6949  -0.39
C -6.1136 -0.4195 -2.8192  -1.21
C -4.9221 0.2461 -3.4857  0.86
C -3.5606 -0.4670 -3.3835  0.23
O -3.0771 -0.3945 -4.7045  -0.15
C -4.0543 0.0977 -5.5532  0.41
O -3.9783 0.3724 -6.7127  -0.52
O -5.1667 0.3064 -4.8613  -0.45
H -6.0338 -1.4743 -3.0854  0.41
H -7.0685 0.0541 -3.0322  0.36
H -5.9972 -0.3396 -1.7352  0.05
H -4.7766 1.2398 -3.0484  0.04
H -3.7337 -1.4622 -2.9659  0.19
H -2.8738 0.1049 -2.7609  -0.26
C 0.3745 -2.8273 -2.5659  -1.19
C 1.3205 -3.4958 -3.5559  0.68
C 0.7253 -4.6869 -4.2943  -0.54
O 1.2950 -4.5527 -5.6019  -0.42
C 1.8074 -3.3093 -5.7485  0.34
O 2.2926 -2.9011 -6.7452  -0.53
O 1.5249 -2.5571 -4.6093  0.33
H 0.0985 -3.5455 -1.7914  0.36
H -0.5896 -2.6066 -3.0341  0.46
H 0.7369 -1.8657 -2.2067  -0.02
H 2.2788 -3.6362 -3.0512  -0.08
H -0.3475 -4.8156 -4.4367  0.33
H 1.0624 -5.6044 -3.8083  0.34
C 7.1809 3.4421 -2.0309  -1.71
C 6.0590 2.4606 -2.3939  0.91
C 4.6577 2.8497 -2.1132  -0.05
O 3.9655 2.5420 -3.3289  0.61
C 4.8957 2.4441 -4.3586  0.18
O 4.7156 2.4774 -5.5298  -0.52
O 6.1285 2.4324 -3.8084  -0.46
H 7.1144 4.4062 -2.5439  0.42
H 8.1934 3.1713 -2.3326  0.39
H 7.2192 3.6930 -0.9682  0.30
H 6.3574 1.4860 -2.0021  0.17
H 4.5435 3.8807 -1.7696  0.33
H 4.2371 2.2254 -1.3237  -0.31
C -5.5592 -2.9125 1.7761  -1.04
C -6.8836 -2.7829 2.5397  0.37
C -7.8904 -3.8507 1.9866  -0.51
O -8.0457 -4.7969 3.0144  -0.37
C -7.2333 -4.5398 4.0434  0.61
O -7.2592 -5.1230 5.0835  -0.55
O -6.6255 -3.3539 3.8153  -0.21
H -4.7933 -2.2220 2.1211  -0.18
H -5.8344 -2.5873 0.7643  0.43
H -5.1786 -3.9258 1.6523  0.57
H -7.1984 -1.7437 2.4866  0.23
H -7.6098 -4.2608 1.0211  0.33
H -8.8119 -3.2638 1.9838  0.35
C 1.8657 4.7352 -4.2344  -0.60
C 3.2253 5.3991 -4.3851  1.17
C 3.6932 5.7072 -5.8295  -0.29
O 4.4403 6.8787 -5.6469  -0.41
C 4.0667 7.5374 -4.5150  0.52
O 4.3832 8.6531 -4.2598  -0.55
O 3.1836 6.7546 -3.8640  -0.52
H 1.3924 5.0761 -3.3135  0.31
H 2.0890 3.6822 -4.0507  -0.19
H 1.2211 4.7736 -5.1080  0.37
H 4.0267 4.9234 -3.8193  -0.46
H 3.0109 5.8601 -6.6680  0.29
H 4.4110 4.9610 -6.1780  0.21
C -2.1480 -5.3903 4.1482  -1.47
C -3.5673 -5.1637 4.5906  0.93
C -4.0377 -5.9381 5.8575  -0.51
O -4.3947 -4.9331 6.7627  -0.38
C -4.1424 -3.7068 6.2504  0.35
O -4.3455 -2.6974 6.8432  -0.55
O -3.5831 -3.8073 4.9937  0.22
H -1.9667 -6.4668 4.0748  0.50
H -1.4507 -5.0779 4.9302  0.38
H -1.8248 -4.8971 3.2359  -0.15
H -4.2251 -5.4147 3.7543  0.00
H -3.1975 -6.5233 6.2312  0.34
H -4.8526 -6.5387 5.4586  0.34

Output
E_HOMO (eV): -10.55
Orbital gap (eV): 8.6
Calculated total energy (eV): -246522.0557
LUMO (Eh): -0.0733
Largest force on an atom (eV Å⁻¹): 5.14
Net charge: 0